No. 1
Below is a cluster of 2 separate species, C5H10O in total, with properties calculated with ωB97M-V/def2-TZVPD.

- LUMO (spin up / spin down) (eV) = -5.208 / -8.795
- E (Eh) = -271.31137
- total charge = +1
- multiplicity = 2
- relative energy (zero: lowest compared OMol25 entry of this formula, charge and spin) (kJ/mol) = 193.5
- E_HOMO (spin up / spin down) (eV) = -13.25 / -12.75

Last column: natural (NBO) charge in e.
Atoms and positions in Å:
C (-1.04, 0.94, -1.48)  -0.65
C (-1.01, 1.38, -0.07)  -0.16
C (-0.50, 2.56, 0.25)  -0.34
H (-0.75, -0.13, -1.44)  0.20
H (-0.32, 1.51, -2.07)  0.23
H (-2.09, 1.04, -1.77)  0.24
H (-1.22, 0.54, 0.66)  0.18
H (-0.34, 2.88, 1.22)  0.20
H (-0.27, 3.27, -0.60)  0.21
C (1.45, -1.13, 1.13)  -0.19
C (0.85, -2.28, 0.75)  0.29
O (0.58, -2.67, -0.51)  -0.51
H (1.50, -0.82, 2.24)  0.26
H (2.20, -0.47, 0.73)  0.28
H (0.89, -3.11, 1.38)  0.22
H (0.07, -3.52, -0.43)  0.53

=====

No. 2
Below is the molecule C12H10F16O4S, with properties calculated with ωB97M-V/def2-TZVPD.

- structure (SMILES) = O=C1OC[C@](CCC(F)(F)C(F)(F)C(F)(F)C(F)(F)S(F)(F)(F)(F)F)(C(F)(F)F)[C@H]1COO
- LUMO (eV) = 0.311
- E (Eh) = -2760.10910
- E_HOMO (eV) = -10.84

Last column: natural (NBO) charge in e.
Atoms and positions in Å:
O (-0.10, -0.86, 2.68)  -0.54
C (-0.93, -0.84, 1.87)  0.81
O (-1.62, 0.25, 1.43)  -0.51
C (-2.45, -0.07, 0.29)  -0.06
C (-1.69, -1.32, -0.28)  -0.14
C (-0.48, -0.66, -0.98)  -0.42
C (0.90, -1.32, -0.74)  -0.48
C (2.15, -0.43, -0.75)  0.64
F (3.16, -1.29, -1.09)  -0.32
F (2.46, -0.11, 0.52)  -0.31
C (2.22, 0.76, -1.74)  0.58
F (3.37, 0.64, -2.42)  -0.30
F (1.30, 0.75, -2.70)  -0.30
C (2.35, 2.23, -1.15)  0.59
F (3.47, 2.24, -0.47)  -0.28
F (2.45, 2.97, -2.24)  -0.29
C (1.13, 2.74, -0.36)  0.45
F (0.74, 1.93, 0.60)  -0.29
F (0.11, 2.76, -1.20)  -0.30
S (1.25, 4.46, 0.41)  2.37
F (-0.05, 4.14, 1.27)  -0.45
F (2.11, 3.87, 1.62)  -0.46
F (2.61, 4.81, -0.31)  -0.45
F (0.37, 5.07, -0.74)  -0.45
F (1.29, 5.88, 1.09)  -0.44
C (-2.72, -2.02, -1.17)  0.98
F (-3.16, -1.16, -2.09)  -0.33
F (-3.79, -2.38, -0.48)  -0.32
F (-2.26, -3.10, -1.76)  -0.32
C (-1.53, -2.02, 1.07)  -0.39
C (-0.88, -3.42, 1.17)  -0.11
O (-1.53, -4.14, 2.22)  -0.28
O (-0.76, -3.94, 3.37)  -0.43
H (-2.48, 0.72, -0.46)  0.21
H (-3.46, -0.25, 0.68)  0.21
H (-0.68, -0.74, -2.06)  0.24
H (-0.45, 0.41, -0.79)  0.24
H (0.94, -1.88, 0.20)  0.24
H (1.05, -2.08, -1.51)  0.24
H (-2.49, -2.16, 1.58)  0.27
H (0.18, -3.36, 1.44)  0.22
H (-1.04, -4.02, 0.27)  0.21
H (-1.06, -3.09, 3.73)  0.46

=====

No. 3
Below is a structure of composition C14H12BrCrF5IN3OS2Te, with properties calculated with ωB97M-V/def2-TZVPD.

- LUMO (spin up / spin down) (eV) = -5.777 / -5.221
- E (Eh) = -6259.81703
- total charge = +1
- multiplicity = 2
- relative energy (zero: lowest compared OMol25 entry of this formula, charge and spin) (kJ/mol) = 219.1
- E_HOMO (spin up / spin down) (eV) = -11.95 / -12.00

Last column: natural (NBO) charge in e.
Atoms and positions in Å:
Cr (-0.40, -0.45, -0.17)  0.79
C (-5.06, -2.33, 0.69)  -0.73
S (-4.38, -0.98, 1.69)  0.44
C (-3.14, -0.46, 0.64)  -0.07
S (-1.90, 0.63, 1.24)  0.04
N (-3.09, -0.87, -0.59)  -0.35
N (-1.98, -0.55, -1.21)  -0.21
C (-1.84, -0.42, -2.49)  0.06
C (-0.61, 0.22, -2.84)  0.18
C (-0.19, 0.51, -4.14)  -0.20
C (0.98, 1.22, -4.32)  -0.10
C (1.70, 1.64, -3.20)  -0.23
C (1.22, 1.31, -1.94)  0.10
N (0.11, 0.62, -1.75)  -0.46
H (-5.86, -2.79, 1.27)  0.25
H (-4.27, -3.06, 0.50)  0.25
H (-5.43, -1.93, -0.24)  0.25
H (-2.61, -0.69, -3.20)  0.25
H (-0.78, 0.16, -4.97)  0.25
H (1.34, 1.45, -5.31)  0.25
H (2.61, 2.21, -3.29)  0.25
H (1.75, 1.63, -1.05)  0.22
Br (4.81, -0.20, 3.02)  0.12
C (3.62, 1.26, 3.07)  -0.19
C (3.95, 2.42, 3.76)  -0.20
C (3.06, 3.48, 3.79)  -0.18
C (1.85, 3.40, 3.12)  -0.19
C (1.51, 2.25, 2.42)  -0.29
C (2.40, 1.19, 2.39)  -0.01
I (1.90, -0.61, 1.26)  0.37
H (4.89, 2.48, 4.28)  0.25
H (3.32, 4.38, 4.33)  0.24
H (1.16, 4.23, 3.15)  0.23
H (0.57, 2.18, 1.90)  0.22
F (-0.91, -4.67, 0.60)  -0.56
Te (-0.06, -3.28, -0.37)  3.37
F (-1.79, -3.22, -1.20)  -0.60
F (0.49, -4.59, -1.59)  -0.58
F (-0.93, -2.21, 1.10)  -0.58
F (1.35, -3.64, 0.85)  -0.58
O (0.64, -1.93, -1.25)  -1.05

=====

Which largest force on an atom belongs to each record? In order, 4.2; 4.0; 7.6 eV/Å.